This record from OMol25 describes a molecular structure, C31H41BN9OPdS3. The level of theory is ωB97M-V with the def2-TZVPD basis set.

XYZ file:
```
87
Properties=species:S:1:pos:R:3:forces:R:3:lowdin_charge:R:1
Pd -0.36462 -0.48137 -0.12874 0.4196 0.6428 -0.1852 0.5945
C 4.48032 -2.20553 -0.85132 0.0290 -0.0537 -0.0115 -0.0454
C 3.99962 -1.29966 0.23141 -0.0075 0.0411 0.1285 -0.2287
C 4.80238 -0.78461 1.19539 -0.0203 0.0352 -0.1038 0.0847
C 4.28313 0.08824 2.19251 -0.0467 0.0214 0.0215 -0.1893
N 3.02265 0.40813 2.21648 0.0998 0.0506 0.0059 0.1902
N 2.20909 -0.12167 1.28012 -0.0117 -0.0625 -0.0991 0.0251
B 0.76224 0.40060 1.37565 -0.1673 0.0794 0.1487 -0.6806
N 0.73756 1.94552 1.23134 -0.0557 0.0570 -0.2925 -0.0186
N 0.89970 2.64807 2.35507 -0.0256 0.0309 0.0972 0.2033
C 0.95522 3.94765 2.25884 0.0182 -0.0564 0.0873 -0.1850
C 0.87835 4.58718 0.99409 -0.0708 0.0643 -0.1237 0.0870
C 0.68810 3.87557 -0.15207 0.0431 -0.0243 0.1687 -0.2235
C 0.56251 4.48194 -1.50773 -0.0011 0.0675 -0.0466 -0.0393
C 0.57782 2.46879 0.01385 0.0626 -0.2127 0.1593 -0.5708
S 0.23055 1.39545 -1.27483 -0.0242 0.3255 -0.2073 0.7887
C 1.08221 4.75353 3.54016 -0.0523 -0.0066 -0.0458 -0.5463
C -0.14355 5.67346 3.64855 0.0180 0.0267 0.0137 -0.0310
C 2.36330 5.59511 3.47702 0.0200 -0.0024 0.0211 -0.0280
C 1.12871 3.83854 4.76146 -0.0046 -0.0138 0.0418 -0.0508
N -0.03604 0.03652 2.65805 0.0302 -0.1247 -0.1085 -0.0014
N 0.63901 -0.39392 3.71748 -0.0128 -0.0963 0.1408 0.2028
C -0.02049 -0.60976 4.83029 0.0977 0.0077 -0.1042 -0.1786
C -1.40880 -0.35617 4.90386 -0.0750 0.0983 -0.0208 0.0944
C -2.10469 0.09307 3.81602 0.0807 -0.0099 0.0846 -0.2293
C -3.57000 0.37560 3.83649 -0.0294 -0.0012 0.0087 -0.0407
C -1.36104 0.24886 2.62120 0.0463 0.0169 -0.0844 -0.5724
S -2.08245 0.63781 1.09779 0.0289 -0.2055 -0.0306 0.7997
C 0.79855 -1.06825 6.02675 -0.0010 -0.0236 0.0097 -0.5389
C 1.95994 -1.95275 5.56152 0.0357 0.0436 0.0010 -0.0401
C 1.33837 0.19839 6.71157 -0.0099 0.0162 0.0147 -0.0237
C -0.06288 -1.85626 7.01708 0.0361 -0.0438 0.0239 -0.0474
C 2.61905 -0.92703 0.28981 0.0030 -0.0324 0.1047 -0.5279
S 1.54467 -1.51840 -0.88898 0.2123 0.0463 -0.1704 0.8729
C 5.19845 0.66877 3.25550 -0.0221 0.0018 -0.0256 -0.5450
C 6.31143 1.47230 2.57032 0.0200 0.0187 -0.0088 -0.0310
C 5.80677 -0.49264 4.05506 0.0152 0.0063 0.0223 -0.0245
C 4.42182 1.58284 4.19625 0.0161 0.0162 0.0235 -0.0506
H 5.56123 -2.31710 -0.80511 -0.0019 -0.0057 -0.0047 0.0927
H 4.02242 -3.19249 -0.75483 -0.0182 0.0068 0.0003 0.1002
H 4.20323 -1.81862 -1.83323 0.0155 0.0064 -0.0035 0.0873
H 5.86040 -1.01079 1.18977 -0.0080 -0.0557 0.0258 0.1320
H 0.93577 5.66696 0.94704 0.0232 0.0025 -0.0170 0.1321
H 0.54405 5.56764 -1.44664 0.0093 0.0001 -0.0033 0.0921
H 1.40096 4.18352 -2.14024 -0.0110 -0.0225 -0.0043 0.1004
H -0.35014 4.13876 -1.99780 -0.0005 0.0050 0.0015 0.0877
H -0.20769 6.37637 2.81662 0.0023 -0.0018 -0.0050 0.0830
H -1.06729 5.09290 3.67842 -0.0023 -0.0032 -0.0002 0.0933
H -0.08099 6.25842 4.56670 0.0031 -0.0027 0.0019 0.0951
H 2.34776 6.31000 2.65310 -0.0009 -0.0092 -0.0159 0.0836
H 2.47096 6.16466 4.40057 -0.0051 0.0023 0.0015 0.0957
H 3.24575 4.96186 3.36690 0.0000 -0.0042 0.0000 0.0854
H 0.22137 3.23851 4.84505 -0.0130 0.0036 -0.0068 0.0815
H 1.97545 3.15404 4.72578 0.0266 0.0017 -0.0293 0.0608
H 1.21752 4.45161 5.65905 -0.0020 -0.0023 0.0026 0.0960
H -1.93156 -0.52932 5.83425 -0.0157 -0.0061 -0.0045 0.1280
H -4.00768 0.08159 4.78765 -0.0003 0.0123 0.0043 0.0919
H -3.75390 1.44052 3.68113 -0.0004 -0.0008 -0.0151 0.0989
H -4.07742 -0.15451 3.02944 -0.0026 -0.0080 0.0069 0.0821
H 2.55875 -1.45712 4.79861 0.0100 0.0240 0.0152 0.0550
H 2.60211 -2.17753 6.41367 -0.0194 -0.0262 0.0081 0.0933
H 1.59852 -2.89718 5.15079 -0.0118 0.0137 -0.0296 0.0959
H 1.82396 0.85823 5.99233 0.0458 -0.0190 -0.0174 0.0596
H 0.53496 0.75805 7.19554 -0.0109 0.0163 -0.0292 0.0918
H 2.06571 -0.07454 7.47707 -0.0233 -0.0062 0.0216 0.0959
H -0.55509 -2.70462 6.53751 -0.0053 0.0038 -0.0065 0.0987
H 0.57537 -2.25240 7.80705 0.0049 0.0087 0.0018 0.0963
H -0.81820 -1.23639 7.50197 -0.0027 0.0007 -0.0075 0.0801
H 6.91263 0.85958 1.89728 -0.0042 -0.0055 -0.0017 0.0819
H 5.89876 2.30517 1.99780 -0.0046 0.0003 -0.0026 0.0937
H 6.98377 1.88148 3.32509 -0.0060 -0.0019 0.0078 0.0950
H 6.45825 -1.11844 3.44338 -0.0136 -0.0050 -0.0132 0.0862
H 6.40819 -0.09473 4.87315 0.0125 0.0009 -0.0075 0.0962
H 5.02828 -1.12592 4.48435 -0.0005 0.0082 0.0106 0.0823
H 3.94094 2.39507 3.65057 -0.0061 0.0133 -0.0096 0.0662
H 3.64759 1.03104 4.72790 -0.0390 -0.0059 0.0038 0.0628
H 5.10706 2.01218 4.92823 -0.0011 -0.0054 0.0026 0.0984
N -0.89360 -2.29463 0.68594 -0.7135 -0.3377 0.5531 0.0097
C -1.01170 -2.96174 -0.61850 0.4519 -0.0985 -0.3428 -0.5819
O -1.53135 -2.21424 -1.46014 -0.1337 0.0042 -0.0518 -0.0246
C -0.35083 -4.17637 -0.76117 -0.3688 0.1872 0.1882 -0.2416
C 0.28833 -4.69257 0.38993 0.0308 -0.1600 0.1683 -0.2392
N 0.76409 -4.96768 1.40619 0.0508 0.0310 -0.0561 0.1440
C -0.18716 -4.76612 -2.03788 0.0403 -0.1496 -0.1871 -0.2046
N -0.01850 -5.24139 -3.07225 -0.0205 0.0409 0.0328 0.1633
H -0.35769 -2.79665 1.39090 0.0840 -0.0081 -0.0456 0.0936
H -1.83824 -2.10466 1.01415 -0.0383 -0.1872 0.2003 0.0982
```
Forces are in eV/Å.

orbital gap = 6.31 eV
2S+1 = 1
total energy = -84930.1344 eV
net charge = +1

---

This record from OMol25 describes a gas-phase ion, C3H4NOS2 (charge -1) in a non-equilibrium geometry. The level of theory is ωB97M-V with the def2-TZVPD basis set.

XYZ file:
```
11
Properties=species:S:1:pos:R:3:forces:R:3:lowdin_charge:R:1
C 0.05274 -1.01692 0.60612 0.2297 -1.5425 2.0978 -0.2405
C -1.17040 -0.23088 -1.23901 0.4743 1.0507 -0.4669 -1.1105
C 0.34772 -0.08674 1.76444 -1.8534 0.2766 0.5140 -0.1576
N -0.94985 -0.71382 -0.10497 -0.2970 0.3048 -0.3497 -0.0890
O 1.50469 -0.37404 -0.91864 2.3906 -0.7818 2.5816 -0.6316
S -2.48145 0.02740 -2.26220 -0.0850 0.0476 -0.2118 0.2977
S 0.62803 0.21459 -1.89067 -2.4741 2.0248 -3.8620 0.7633
H 0.70184 -0.63296 2.70379 -0.7934 0.9144 -1.2039 0.0656
H 1.18849 0.38180 1.31197 1.0329 0.9076 0.1167 0.0226
H -0.52182 0.73003 1.89858 1.8906 -1.6791 0.2013 0.1023
H 0.70001 1.70154 -1.86941 -0.5152 -1.5230 0.5829 -0.0224
```
Forces are in eV/Å.

orbital gap = 5.99 eV
2S+1 = 1
total energy = -28381.1769 eV
net charge = -1

---

This record from OMol25 describes 4 unconnected molecules or ions with the total composition C29H37BrO8. The level of theory is ωB97M-V with the def2-TZVPD basis set.

XYZ file:
```
75
Properties=species:S:1:pos:R:3:forces:R:3:lowdin_charge:R:1
C 3.10404 -0.96666 -1.32658 0.4703 -0.1726 0.4215 -0.0992
C 3.26984 0.13843 -0.29435 0.0431 0.3397 -0.1258 -0.2738
C 2.28357 1.30942 -0.44491 -0.0783 -0.3350 -0.0086 -0.1652
C 0.86040 0.98442 -0.83499 -0.0682 0.0209 -0.1790 -0.2287
C 0.34300 1.65458 -1.94858 -0.1626 -0.1702 -0.1415 -0.0071
C -0.95302 1.48875 -2.40575 0.2472 -0.1474 0.1940 0.0118
C -1.79651 0.63113 -1.72225 0.5080 -0.1499 0.2205 -0.0917
C -1.31769 -0.07609 -0.61068 0.0142 0.1666 0.0783 -0.1063
C -0.00321 0.10655 -0.16801 -0.2165 0.2017 -0.1394 -0.4927
Br 0.54604 -0.71345 1.45656 0.0813 0.1129 -0.1011 0.8795
C -2.29892 -1.00770 0.03951 0.0869 0.5170 -0.3772 -0.3346
O -1.99588 -2.09162 0.44622 0.2144 -0.8183 0.5015 0.0996
C -3.70132 -0.52058 0.07144 -0.2211 0.3056 0.0393 -0.1058
C -4.53618 -0.82018 1.14460 -0.1286 0.2277 -0.4316 -0.0071
C -5.83553 -0.32705 1.13012 0.1337 0.1619 -0.2979 -0.0554
C -6.29244 0.43542 0.05175 0.2852 -0.3252 0.2424 -0.0551
C -5.46196 0.70381 -1.03222 -0.1881 -0.1555 0.2364 0.0014
C -4.15615 0.23012 -1.01836 -0.2988 -0.1819 0.5312 -0.0932
C -3.21087 0.47257 -2.13400 0.0136 -0.0031 0.3774 -0.3050
O -3.57108 0.55551 -3.27794 -0.2301 0.2956 -0.6988 0.1353
H 3.05846 -0.56417 -2.33496 -0.2202 0.0227 -0.1292 0.0803
H 2.25835 -1.61345 -1.11269 -0.3114 0.0671 -0.1573 0.0608
H 3.98714 -1.60346 -1.28798 0.0620 -0.1087 -0.0693 0.0681
H 3.25828 -0.23174 0.72322 -0.1130 -0.2926 0.1066 0.0646
H 4.26500 0.56240 -0.42856 0.0824 0.1272 0.0243 0.1013
H 2.26797 1.90191 0.46760 0.1023 0.0231 0.0717 0.0879
H 2.68360 1.94007 -1.23458 -0.0742 0.2232 -0.0586 0.1111
H 0.98799 2.33192 -2.48751 0.1451 0.0704 0.0132 0.1158
H -1.30040 2.02444 -3.27380 -0.1250 0.0370 -0.1044 0.1225
H -4.16742 -1.43119 1.95168 0.0167 -0.1006 0.1067 0.1277
H -6.50527 -0.52690 1.95070 -0.0377 -0.1034 0.1215 0.1096
H -7.31178 0.79025 0.08342 -0.0439 0.1430 -0.1532 0.1037
H -5.82775 1.28643 -1.86312 0.0583 0.0076 -0.1754 0.1192
C 0.62541 5.59574 4.58440 0.1166 -0.0516 0.0399 -0.0639
C 0.29466 4.79128 3.34461 -0.1139 0.1064 0.1415 -0.2357
O 1.46218 4.21737 2.75083 -0.0201 0.0331 -0.2322 0.0033
C 1.98371 3.04074 3.14371 0.0642 -0.1308 0.1793 -0.5217
C 1.48298 2.38486 4.40848 -0.2857 -0.1459 -0.1194 0.0161
O 2.87457 2.56166 2.49544 0.0381 0.0884 0.0641 0.0909
H 1.05156 4.97000 5.36872 -0.0572 -0.0266 0.0143 0.0681
H -0.27268 6.07296 4.97716 -0.0099 0.0034 -0.0148 0.0817
H 1.35647 6.36844 4.34712 -0.0358 0.0231 -0.0306 0.0837
H -0.45597 4.02350 3.53733 0.0374 -0.0163 0.0231 0.1128
H -0.11534 5.44549 2.57713 0.0631 -0.0261 -0.0613 0.1229
H 2.12779 2.68406 5.23379 0.0092 0.0170 0.0174 0.0963
H 1.55490 1.30767 4.27906 0.1455 0.0250 -0.0107 0.0814
H 0.45128 2.62069 4.65752 0.0618 0.0894 0.0605 0.0713
C 8.55903 -1.12305 0.20726 -0.0760 0.0997 0.0153 -0.0631
C 8.82263 -1.15471 -1.28410 0.0918 -0.0602 0.1846 -0.2396
O 7.77540 -0.52681 -2.02570 -0.0773 -0.1431 -0.2170 -0.0040
C 7.72819 0.79958 -2.25723 -0.0103 0.2525 0.2108 -0.5317
C 8.66927 1.71878 -1.51080 0.3241 -0.0767 -0.2102 0.0110
O 6.89573 1.23047 -3.00492 -0.0516 -0.0930 -0.0487 0.1054
H 8.52718 -0.10257 0.58917 0.0602 0.0044 -0.0027 0.0682
H 9.33950 -1.66496 0.74218 0.0025 -0.0138 -0.0118 0.0809
H 7.59746 -1.58604 0.42856 0.0178 -0.0431 -0.0168 0.0827
H 9.79085 -0.72309 -1.54242 -0.0225 0.0384 0.0180 0.1113
H 8.83448 -2.18509 -1.63559 -0.0614 0.0163 -0.0614 0.1222
H 8.16541 2.07953 -0.61517 -0.0142 -0.0050 0.0172 0.0957
H 8.89184 2.56615 -2.15408 -0.1577 0.0508 0.0220 0.0900
H 9.61491 1.26133 -1.22953 -0.0748 -0.0266 0.1139 0.0677
C -7.51451 -5.85092 -2.32703 0.1073 -0.0258 0.0631 -0.0643
C -8.10705 -4.64995 -1.61934 -0.0102 -0.0833 -0.1865 -0.2406
O -7.66944 -4.55688 -0.26238 -0.1822 0.0563 0.1315 -0.0023
C -6.51378 -3.96073 0.09666 0.2260 -0.0113 -0.0333 -0.5172
C -5.51686 -3.56955 -0.96741 -0.2217 0.2634 -0.1854 0.0323
O -6.29109 -3.79848 1.26533 -0.0605 0.0001 0.0110 0.1038
H -6.42875 -5.78287 -2.39382 -0.0019 0.0455 -0.0452 0.0684
H -7.91552 -5.93196 -3.33775 -0.0159 0.0069 0.0027 0.0809
H -7.75366 -6.76381 -1.78170 -0.0495 0.0086 -0.0103 0.0831
H -7.91040 -3.71860 -2.15259 0.0382 -0.0185 0.0110 0.1112
H -9.18922 -4.75421 -1.55732 0.0015 0.0076 0.0882 0.1215
H -4.79217 -4.37349 -1.08944 0.0095 -0.0146 0.0197 0.1030
H -4.99948 -2.67862 -0.62849 0.1226 -0.0783 0.1270 0.0622
H -5.96174 -3.33780 -1.93269 0.0258 -0.1522 -0.0160 0.0751
```
Forces are in eV/Å.

SMILES = CCCc1ccc2c(c1Br)C(=O)c1ccccc1C2=O.CCOC(C)=O.CCOC(C)=O.CCOC(C)=O
orbital gap = 8.58 eV
2S+1 = 1
total energy = -117096.1288 eV
net charge = 0